C62H70F6N12O7S2 | ωB97M-V/def2-TZVPD

Values from the calculation:
**Energy**: -135527.0769 eV
**Lowest unoccupied orbital energy**: -14.7 eV
**Gap between HOMO and LUMO**: 7.1 eV
**HOMO**: -21.76 eV
**Multiplicity**: 1
**Charge**: +8

The geometry in XYZ format:
```
159
C62H70F6N12O7S2 (ωB97M-V/def2-TZVPD)
N 19.27619 -8.73918 -13.20335
O 19.73758 -7.87109 -12.46261
O 19.94417 -9.27065 -14.13376
O 18.03655 -9.04892 -13.10726
C 28.13361 -9.90168 -14.59230
N 27.21077 -9.30257 -13.59576
C 27.70666 -8.62680 -12.54574
C 26.86244 -8.21183 -11.54586
C 25.48188 -8.40958 -11.64506
C 24.98904 -8.95229 -12.83685
C 25.87497 -9.40215 -13.78282
C 24.63503 -7.98597 -10.51313
C 23.39861 -7.33744 -10.67896
C 22.59761 -7.14307 -9.57712
N 23.07427 -7.38745 -8.34446
C 24.22529 -8.03616 -8.15136
C 25.03809 -8.29762 -9.22462
C 22.21879 -7.05599 -7.17068
H 27.71562 -10.84847 -14.91647
H 29.12834 -10.04922 -14.18374
H 28.21604 -9.20315 -15.42519
H 28.76128 -8.39564 -12.62621
H 27.20568 -7.66874 -10.67519
H 23.92263 -8.96717 -13.03771
H 25.56125 -9.74949 -14.75701
H 23.10130 -6.99235 -11.65910
H 21.60018 -6.73740 -9.60526
H 24.47992 -8.34766 -7.14874
H 25.96146 -8.82229 -9.01403
H 22.10255 -5.97566 -7.19607
H 22.70823 -7.38254 -6.26012
H 21.27282 -7.58231 -7.27033
C 18.33550 -11.89212 -15.31216
N 19.36393 -12.40484 -14.40134
C 19.02553 -12.71118 -13.13376
C 19.96600 -13.29093 -12.33113
C 21.21302 -13.63896 -12.83592
C 21.58600 -13.15038 -14.08507
C 20.62377 -12.52238 -14.84115
C 22.25088 -14.20743 -11.91827
C 22.38460 -15.57787 -11.73146
C 23.48869 -16.03055 -11.04724
N 24.38138 -15.17128 -10.52706
C 24.22426 -13.84505 -10.65047
C 23.16329 -13.32854 -11.36556
C 25.46340 -15.69481 -9.64613
H 17.85853 -11.01510 -14.87461
H 17.60142 -12.69521 -15.39745
H 18.72693 -11.65731 -16.29399
H 17.98880 -12.55004 -12.88505
H 19.74879 -13.51911 -11.29507
H 22.58068 -13.34614 -14.45934
H 20.82971 -12.07203 -15.80024
H 21.70851 -16.28846 -12.18583
H 23.66663 -17.06284 -10.77204
H 24.89678 -13.19917 -10.10675
H 23.05129 -12.25758 -11.46472
H 26.03022 -16.43338 -10.20722
H 25.02742 -16.07834 -8.72801
H 26.12908 -14.86980 -9.41245
C 10.12568 -4.48615 -4.86669
N 11.22196 -4.68262 -5.86234
C 11.81198 -5.88610 -5.95044
C 12.84365 -6.11549 -6.83304
C 13.36694 -5.01512 -7.51724
C 12.82332 -3.75153 -7.31478
C 11.70800 -3.61824 -6.51690
C 14.52371 -5.19832 -8.44585
C 14.61246 -6.13717 -9.47880
C 15.79243 -6.27738 -10.19650
N 16.84389 -5.48388 -9.95570
C 16.80370 -4.58290 -8.94587
C 15.67656 -4.45854 -8.18541
C 18.12212 -5.55207 -10.71962
H 9.51201 -3.66414 -5.22397
H 10.54445 -4.25961 -3.88889
H 9.52276 -5.38812 -4.82501
H 11.40910 -6.64639 -5.29449
H 13.25538 -7.09231 -7.03690
H 13.25987 -2.88905 -7.79982
H 11.22271 -2.66321 -6.36683
H 13.76549 -6.76454 -9.72147
H 15.89732 -6.92914 -11.05287
H 17.73819 -4.10415 -8.69157
H 15.68313 -3.83009 -7.30261
H 17.98603 -5.72464 -11.78085
H 18.79882 -6.28188 -10.28397
H 18.54023 -4.55624 -10.59232
C 18.23600 -7.46462 -16.70842
N 19.17162 -6.65326 -17.54338
C 20.50498 -6.64300 -17.33590
C 21.33409 -5.92191 -18.17209
C 20.80077 -5.14050 -19.20734
C 19.42039 -5.16256 -19.35625
C 18.62388 -5.88246 -18.49511
C 21.63820 -4.33031 -20.13948
C 22.72408 -3.57972 -19.69250
C 23.41116 -2.82193 -20.62768
N 23.15369 -2.87551 -21.94030
C 22.10145 -3.58775 -22.38102
C 21.35293 -4.34323 -21.50511
C 23.88088 -1.99796 -22.90183
H 17.86970 -6.88222 -15.86819
H 18.71574 -8.36374 -16.32502
H 17.44770 -7.77511 -17.38792
H 20.84382 -7.24767 -16.50461
H 22.39255 -5.96815 -17.95485
H 18.94162 -4.57914 -20.13252
H 17.55147 -5.92383 -18.61939
H 22.95291 -3.40680 -18.65104
H 24.31360 -2.29015 -20.35116
H 21.91396 -3.67772 -23.44275
H 20.64330 -5.04437 -21.92433
H 23.56973 -0.96983 -22.72402
H 23.65550 -2.34458 -23.90307
H 24.95494 -2.02935 -22.72762
C 7.28784 -15.34251 -17.04876
N 8.48476 -14.63377 -16.55000
C 9.67348 -14.77551 -17.15398
C 10.76474 -14.04227 -16.74135
C 10.65047 -13.16743 -15.66570
C 9.41224 -13.05615 -15.04085
C 8.34191 -13.78921 -15.51155
C 11.80629 -12.34161 -15.20106
C 11.70238 -10.94930 -15.12969
C 12.74572 -10.18921 -14.65438
N 13.88520 -10.78250 -14.23757
C 14.04960 -12.11426 -14.34736
C 13.00267 -12.90910 -14.76581
C 14.93912 -9.90768 -13.59588
H 6.63772 -15.66648 -16.24246
H 7.56918 -16.16132 -17.70569
H 6.72516 -14.65649 -17.68647
H 9.70111 -15.50083 -17.95604
H 11.71177 -14.21051 -17.23626
H 9.22415 -12.38852 -14.21079
H 7.40153 -13.87952 -14.98355
H 10.78121 -10.48646 -15.46136
H 12.72730 -9.11154 -14.58680
H 14.94012 -12.50242 -13.87611
H 13.13375 -13.98400 -14.79432
H 15.49944 -9.43362 -14.39691
H 15.62840 -10.49202 -12.99481
H 14.37748 -9.21098 -12.98501
C 22.41714 -13.26699 -7.78545
F 23.75083 -13.40750 -7.78902
F 21.93895 -14.10934 -8.72759
F 21.96157 -13.58954 -6.60933
S 22.01523 -11.47014 -8.18068
O 22.06006 -10.94181 -6.85636
O 23.04576 -11.10178 -9.13346
N 20.44313 -11.59140 -8.75467
S 20.31310 -10.33138 -9.68149
O 20.84732 -9.12588 -9.07990
O 20.65187 -10.56580 -11.07672
C 18.46397 -10.09060 -9.68002
F 18.16736 -8.87532 -10.14908
F 17.84751 -11.05226 -10.36831
F 18.02047 -10.13148 -8.42794
```


C63H109ClF2N6O52S3Ti | ωB97M-V/def2-TZVPD

Values from the calculation:
**Energy**: -256086.8258 eV
**Lowest unoccupied orbital energy**: -2.4 eV
**Gap between HOMO and LUMO**: 7.4 eV
**HOMO**: -9.86 eV
**Multiplicity**: 1

The geometry in XYZ format:
```
237
C63H109ClF2N6O52S3Ti (ωB97M-V/def2-TZVPD)
Ti -2.25604 0.24373 -3.71218
S -2.27585 2.90782 -4.16583
O -2.35380 2.08487 -2.86759
O -3.58862 3.45184 -4.43589
O -1.10623 3.74193 -4.16734
O -2.06420 1.68366 -5.03047
Cl -3.43052 -4.85808 -5.36713
O -4.25891 -3.99849 -6.19200
O -2.07060 -4.37101 -5.47749
O -3.82178 -4.75218 -3.97111
O -3.48207 -6.19554 -5.88387
N -0.11148 -0.43322 1.68700
S 0.98145 0.64943 1.25973
O 2.03267 0.31899 0.30659
O 1.25011 1.45062 2.38846
F -0.21365 1.58843 0.41642
S 0.23855 -1.96208 1.13508
O -0.96546 -2.69291 1.54454
O 1.54656 -2.61525 1.08866
F 0.01975 -1.78435 -0.46815
C 0.73616 0.29265 -2.79416
O -0.51022 0.16393 -2.98682
N 1.60991 0.95110 -3.56709
C 3.06109 0.84686 -3.24196
C 1.08932 1.73466 -4.70357
H 1.11839 -0.31316 -2.01798
H 3.45294 0.12194 -3.95862
H 3.18268 0.56143 -2.19606
H 3.51170 1.82720 -3.47245
H 1.84550 2.29662 -5.24994
H 0.67998 1.07697 -5.44966
H 0.26490 2.32701 -4.33349
C -2.58486 -2.59997 -2.08006
O -2.38883 -1.85530 -3.06000
N -3.75154 -2.97164 -1.48756
C -3.69499 -3.69687 -0.21633
C -4.99979 -2.41239 -1.97162
H -1.76882 -3.12655 -1.54744
H -4.38006 -3.35899 0.58092
H -2.69716 -3.51594 0.20705
H -3.85494 -4.79032 -0.34860
H -5.66285 -1.97839 -1.21654
H -4.79841 -1.74448 -2.75288
H -5.59540 -3.20182 -2.42559
C -3.60975 0.90660 -0.74897
O -3.14757 -0.00858 -1.47843
N -3.68745 0.73105 0.56666
C -3.01932 -0.40919 1.17658
C -4.48007 1.70644 1.29044
H -4.13164 1.81489 -1.10340
H -2.02483 -0.14649 1.50417
H -2.92635 -1.16647 0.43535
H -3.59545 -0.80559 2.01256
H -4.27754 2.73142 0.97563
H -5.55801 1.56500 1.12917
H -4.26102 1.70993 2.34543
C -4.65531 0.58207 -5.34038
O -4.07868 -0.09702 -4.45745
N -5.50739 0.10698 -6.22292
C -6.36189 1.00326 -6.96496
C -6.07216 -1.20162 -6.08308
H -4.63212 1.71298 -5.30509
H -6.29449 0.71996 -8.00136
H -6.11237 2.09248 -6.93110
H -7.34007 0.88518 -6.54770
H -6.12342 -1.76388 -6.97960
H -5.55226 -1.86152 -5.40160
H -7.11222 -1.13320 -5.68650
C -1.98490 -1.37835 -6.27005
O -1.43790 -0.71571 -5.35526
N -1.34751 -1.69478 -7.36382
C -2.16036 -2.38589 -8.36542
C -0.14163 -1.02888 -7.87164
H -2.97604 -1.74269 -6.03385
H -2.42071 -1.74935 -9.25617
H -3.09006 -2.72423 -7.93618
H -1.59157 -3.26791 -8.65007
H 0.51979 -1.76730 -8.28901
H -0.42068 -0.31476 -8.66730
H 0.45982 -0.60090 -7.08991
C 5.17334 -4.15672 2.71667
C 5.23770 -3.20338 3.89769
C 5.52136 -1.67475 3.53552
O 4.28334 -1.03769 3.61071
C 3.41961 -1.81431 4.26380
O 2.27346 -1.46841 4.51311
O 3.98937 -3.01040 4.53438
H 4.96015 -5.17192 3.07935
H 6.17891 -4.12290 2.23502
H 4.37020 -3.93542 2.03881
H 5.92504 -3.70217 4.52049
H 5.90178 -1.50867 2.50824
H 6.27468 -1.31102 4.26671
C 6.69079 1.30254 -2.96127
C 7.10655 0.38613 -1.80736
C 7.13259 1.10444 -0.43649
O 6.48190 0.20496 0.46976
C 5.93106 -0.81398 -0.28691
O 5.36305 -1.73291 0.23540
O 6.15691 -0.62439 -1.57572
H 5.82986 1.88422 -2.64172
H 6.41638 0.71706 -3.82433
H 7.53841 1.92389 -3.19334
H 8.11915 -0.09631 -2.02352
H 6.55396 2.05369 -0.49069
H 8.15288 1.33765 -0.08880
C -3.50140 -7.67324 2.45908
C -3.67272 -6.41795 3.28310
C -2.38586 -5.88933 3.80632
O -2.61477 -4.48440 4.04241
C -3.58279 -4.20509 3.13078
O -3.96220 -3.07633 2.88308
O -4.07375 -5.26526 2.56922
H -3.13540 -8.45166 3.19307
H -2.75012 -7.53598 1.71586
H -4.41184 -8.01292 1.97266
H -4.45215 -6.65690 4.05318
H -1.65105 -5.87458 2.95282
H -1.89704 -6.32271 4.70004
C 4.95379 4.81174 2.47593
C 4.21318 3.44235 2.90396
C 4.70246 2.18508 2.10492
O 5.75214 1.60455 2.92442
C 5.61498 2.12532 4.18199
O 6.26676 1.68446 5.08226
O 4.70545 3.12946 4.19584
H 5.01124 5.52377 3.33006
H 4.49168 5.31501 1.64881
H 5.95089 4.46142 2.28131
H 3.10834 3.48659 3.02770
H 5.18061 2.47731 1.19217
H 3.93440 1.42341 1.96560
C 2.51859 -3.42330 -2.34749
C 1.68931 -3.93865 -3.55439
C 0.43409 -3.07534 -3.94114
O 1.13030 -2.06311 -4.74992
C 2.21051 -2.66458 -5.30857
O 2.88701 -2.10876 -6.11252
O 2.46921 -3.83798 -4.79178
H 1.88425 -3.50041 -1.48746
H 2.88767 -2.37178 -2.41520
H 3.39580 -4.07207 -2.17950
H 1.54209 -4.98445 -3.38729
H -0.13914 -2.58199 -3.12795
H -0.28021 -3.60963 -4.55413
C 1.50584 4.56906 5.43456
C 1.22337 5.64544 4.44427
C 1.22232 7.04322 4.98894
O 1.40570 7.76872 3.77194
C 2.22784 7.04529 2.95774
O 2.79651 7.45902 1.98145
O 2.31912 5.72729 3.41477
H 1.50034 3.50384 5.06539
H 0.71771 4.46888 6.21057
H 2.46549 4.66292 5.93699
H 0.26671 5.40496 3.99505
H 2.11035 7.21190 5.61702
H 0.28936 7.42206 5.41212
C -3.25736 5.38934 -1.68856
C -2.78928 4.96642 -0.35317
C -1.50447 4.10802 -0.08022
O -0.64209 4.94814 0.65852
C -1.23765 6.04053 1.05093
O -0.85400 6.77026 1.92012
O -2.39532 6.21598 0.44991
H -3.89060 4.61720 -2.09436
H -2.31457 5.52741 -2.26779
H -3.78898 6.31321 -1.69079
H -3.62466 4.51646 0.23933
H -1.00613 3.80939 -1.02496
H -1.75878 3.26057 0.47606
C -1.05620 1.80119 4.88969
C -1.50353 0.46382 4.38255
C -0.75576 -0.78204 4.82903
O -1.50709 -1.16483 6.01592
C -2.74635 -0.86046 5.73180
O -3.72231 -1.37950 6.20646
O -2.80287 0.16178 4.83816
H -1.95389 2.42107 4.75365
H -0.26921 2.24460 4.26401
H -0.75261 1.84886 5.93393
H -1.62392 0.56891 3.31897
H 0.27197 -0.68040 5.04631
H -0.94251 -1.58619 4.16082
C 0.29116 -3.99774 5.94725
C 1.01330 -5.18587 5.27933
C 1.53969 -4.91093 3.86297
O 2.75426 -5.65074 3.85921
C 3.17596 -5.89422 5.12554
O 4.26111 -6.24503 5.35819
O 2.23408 -5.51268 5.96587
H 0.23000 -4.12159 7.02495
H -0.75116 -3.80484 5.64008
H 0.87738 -3.09685 5.77874
H 0.37187 -6.10718 5.36741
H 1.90628 -3.85735 3.71307
H 0.80436 -5.11276 3.09991
C 2.52138 7.27793 -1.61457
C 2.32780 5.90338 -1.02747
C 1.77334 4.80262 -1.91208
O 2.91369 3.92631 -2.19992
C 3.90255 4.17206 -1.28526
O 4.87839 3.48867 -1.04279
O 3.64833 5.28208 -0.62438
H 1.62320 7.76079 -1.82519
H 3.11901 7.30108 -2.50964
H 3.06915 7.87625 -0.85343
H 1.76748 6.08621 -0.10310
H 1.39561 5.10761 -2.89439
H 1.07234 4.21551 -1.30977
C -2.58914 8.20162 4.76378
C -3.56492 7.02468 4.85684
C -4.67040 6.82511 3.86062
O -4.09395 5.91299 2.91732
C -3.07426 5.23861 3.48004
O -2.44252 4.40987 2.90210
O -2.78397 5.76128 4.64736
H -1.99566 8.35964 5.63853
H -3.19938 9.11650 4.66398
H -1.91459 8.18501 3.90045
H -3.84787 6.88746 5.86069
H -5.06169 7.70506 3.31525
H -5.57626 6.34303 4.18051
O 0.82777 -7.37365 0.32782
C 1.45128 -6.80005 -0.56552
O 0.98530 -6.46471 -1.74505
C -0.42174 -6.74027 -2.18652
C -1.35732 -5.56012 -1.97776
C 2.91662 -6.60291 -0.46700
H -0.80987 -7.68214 -1.79292
H -0.24588 -6.95230 -3.25403
H -2.32113 -5.85358 -2.37734
H -1.15117 -4.66473 -2.57702
H -1.30737 -5.29920 -0.93781
H 3.35312 -7.60817 -0.57045
H 3.21881 -6.06957 0.44646
H 3.14490 -5.97243 -1.37451
```


What is the HOMO in the first record? -21.76 eV